Entry 1:
{"formula": "C28H41F4N2O13S", "method": "the ωB97M-V functional and the def2-TZVPD basis", "species": ["C", "C", "O", "O", "C", "C", "C", "C", "C", "O", "O", "C", "C", "C", "O", "C", "C", "C", "O", "O", "C", "C", "F", "F", "C", "F", "F", "N", "C", "C", "N", "C", "C", "S", "O", "O", "H", "H", "H", "H", "H", "H", "H", "H", "H", "H", "H", "H", "H", "H", "H", "H", "H", "H", "H", "H", "H", "H", "H", "H", "H", "O", "C", "O", "C", "C", "C", "H", "H", "H", "H", "H", "H", "H", "H", "O", "C", "O", "C", "C", "C", "H", "H", "H", "H", "H", "H", "H", "H"], "positions_angstrom": [[-2.994, 2.651, 1.877], [-3.636, 2.103, 0.650], [-4.751, 1.678, 0.581], [-2.819, 2.086, -0.476], [-2.369, 0.783, -0.830], [-1.043, 0.969, -1.575], [-0.804, -0.188, -2.503], [-0.353, -1.408, -2.021], [-0.101, -1.535, -0.546], [0.801, -0.948, -0.022], [-1.004, -2.299, 0.048], [-0.756, -2.636, 1.447], [0.286, -3.717, 1.657], [1.717, -3.222, 1.847], [2.451, -4.089, 2.689], [-0.113, -2.503, -2.854], [0.444, -3.761, -2.222], [-0.466, -4.978, -2.194], [-0.044, -6.081, -2.066], [-1.797, -4.721, -2.338], [-0.377, -2.359, -4.199], [-0.146, -3.492, -5.206], [0.593, -3.033, -6.254], [0.587, -4.450, -4.629], [-1.460, -4.147, -5.767], [-1.424, -5.458, -5.579], [-2.524, -3.623, -5.104], [-0.864, -1.173, -4.671], [-1.190, -0.982, -6.103], [-0.129, -0.162, -6.799], [-0.406, 0.388, -7.895], [-1.072, -0.100, -3.859], [-1.574, 1.196, -4.419], [-0.215, 2.391, -4.618], [-0.630, 3.616, -4.013], [0.986, 1.720, -4.205], [-3.773, 3.029, 2.530], [-2.235, 3.392, 1.651], [-2.488, 1.823, 2.375], [-2.245, 0.172, 0.065], [-3.123, 0.329, -1.480], [-0.244, 1.058, -0.846], [-1.112, 1.919, -2.093], [-0.536, -1.728, 2.006], [-1.716, -2.998, 1.801], [0.013, -4.205, 2.594], [0.199, -4.486, 0.887], [2.235, -3.064, 0.898], [1.681, -2.245, 2.328], [2.979, -4.687, 2.155], [1.358, -4.043, -2.733], [0.726, -3.574, -1.191], [-2.055, -3.973, -1.781], [-1.582, -3.910, -6.825], [-2.171, -0.533, -6.193], [-1.254, -1.918, -6.628], [0.848, -0.130, -6.311], [0.411, 0.859, -8.281], [-2.110, 1.139, -5.359], [-2.246, 1.672, -3.710], [-0.179, 2.569, -5.957], [-0.478, 0.909, 1.869], [0.487, 1.628, 2.011], [0.287, 2.909, 2.309], [1.359, 3.807, 2.660], [2.007, 4.413, 1.434], [1.880, 1.103, 1.763], [2.078, 3.304, 3.306], [0.891, 4.578, 3.264], [2.477, 3.656, 0.804], [2.770, 5.131, 1.733], [1.260, 4.927, 0.830], [2.079, 1.165, 0.695], [1.892, 0.058, 2.053], [2.676, 1.610, 2.305], [1.264, 4.687, 5.794], [1.295, 3.734, 6.525], [1.930, 3.849, 7.702], [1.874, 2.845, 8.723], [2.918, 1.767, 8.523], [0.704, 2.400, 6.119], [0.866, 2.435, 8.802], [2.067, 3.386, 9.647], [2.757, 1.217, 7.595], [2.891, 1.059, 9.350], [3.911, 2.212, 8.476], [1.451, 1.854, 5.541], [-0.158, 2.593, 5.484], [0.382, 1.781, 6.951]], "lowdin_charge": [0.026, -0.498, 0.148, -0.029, -0.149, -0.064, -0.052, 0.054, -0.473, 0.165, 0.037, -0.107, -0.131, -0.263, -0.042, -0.021, -0.006, -0.503, 0.176, 0.117, 0.021, -0.365, 0.123, 0.147, -0.290, 0.152, 0.094, 0.097, -0.078, -0.229, 0.151, -0.123, -0.139, 0.708, -0.297, -0.312, 0.096, 0.085, 0.080, 0.127, 0.140, 0.125, 0.103, 0.122, 0.135, 0.131, 0.118, 0.116, 0.107, 0.092, 0.146, 0.114, 0.119, 0.171, 0.140, 0.107, 0.132, 0.079, 0.106, 0.119, 0.080, 0.066, -0.508, 0.005, -0.218, -0.051, 0.023, 0.108, 0.117, 0.068, 0.089, 0.086, 0.092, 0.069, 0.083, 0.100, -0.522, 0.008, -0.230, -0.062, 0.017, 0.113, 0.125, 0.066, 0.084, 0.085, 0.089, 0.090, 0.072], "energy_ev": -80995.9153, "total_charge": 1, "de_lowest_kcal_mol": 0.0, "e_homo_ev": -11.956}

Entry 2:
{"formula": "C3H8O", "method": "the ωB97M-V functional and the def2-TZVPD basis", "species": ["C", "C", "C", "H", "H", "H", "H", "H", "H", "H", "H", "O"], "positions_angstrom": [[-1.890, 0.681, -0.029], [-2.269, -0.553, 0.021], [1.702, -0.700, -0.070], [-1.080, 1.075, 0.619], [-2.661, 1.394, -0.466], [-1.755, -1.086, 0.766], [-3.155, -1.058, -0.437], [1.481, 1.331, -0.063], [2.680, -1.214, -0.380], [1.293, -1.181, 0.793], [0.906, -0.742, -0.759], [2.129, 0.614, 0.050]], "lowdin_charge": [-0.109, -0.106, -0.193, 0.060, 0.073, 0.026, 0.075, 0.081, 0.114, 0.059, 0.049, -0.129], "energy_ev": -5285.9807, "smiles": "C=C.CO", "de_lowest_kcal_mol": 50.0, "e_homo_ev": -10.216}

Entry 3:
{"formula": "C25H10CrF10N6O2", "method": "the ωB97M-V functional and the def2-TZVPD basis", "species": ["Cr", "O", "C", "C", "C", "C", "C", "C", "C", "N", "C", "C", "N", "H", "H", "H", "H", "H", "H", "H", "C", "C", "O", "C", "F", "F", "F", "C", "F", "F", "F", "H", "H", "H", "F", "C", "C", "F", "C", "C", "C", "F", "C", "C", "C", "N", "C", "N", "F", "C", "C", "N", "C", "N"], "positions_angstrom": [[-0.971, 1.038, -0.086], [0.866, 1.030, -0.043], [1.745, 0.792, 0.932], [3.100, 0.773, 0.584], [4.061, 0.513, 1.535], [3.705, 0.269, 2.863], [2.374, 0.289, 3.213], [1.379, 0.552, 2.263], [-0.024, 0.552, 2.650], [-1.067, 0.646, 1.831], [-2.222, 0.601, 2.597], [-1.866, 0.468, 3.892], [-0.485, 0.436, 3.908], [3.358, 0.954, -0.450], [5.104, 0.491, 1.247], [4.460, 0.054, 3.604], [2.108, 0.079, 4.242], [-3.196, 0.667, 2.147], [-2.452, 0.394, 4.788], [0.092, 0.356, 4.727], [0.449, 4.124, -1.209], [-0.891, 3.951, -0.507], [-1.429, 2.674, -0.661], [-0.729, 4.246, 0.996], [-1.851, 4.060, 1.695], [-0.305, 5.494, 1.221], [0.191, 3.411, 1.524], [-1.936, 4.893, -1.151], [-1.550, 6.176, -1.092], [-3.132, 4.802, -0.573], [-2.082, 4.575, -2.441], [1.184, 3.447, -0.782], [0.803, 5.149, -1.118], [0.327, 3.884, -2.264], [-2.600, -4.351, -3.492], [-1.572, -3.967, -2.735], [-0.419, -4.702, -2.808], [-0.412, -5.752, -3.623], [0.748, -4.393, -2.068], [0.607, -3.262, -1.232], [-0.554, -2.547, -1.165], [-0.569, -1.518, -0.271], [-1.710, -2.831, -1.913], [-2.906, -2.040, -1.873], [-2.880, -0.841, -1.176], [-2.763, 0.151, -0.577], [-4.112, -2.329, -2.571], [-5.113, -2.497, -3.112], [1.618, -2.872, -0.460], [1.943, -5.147, -2.150], [3.110, -4.831, -1.400], [4.077, -4.623, -0.810], [2.095, -6.285, -2.990], [2.292, -7.204, -3.656]], "mulliken_spin": [2.946, -0.067, -0.015, 0.010, 0.000, 0.003, 0.002, 0.055, -0.002, -0.088, 0.035, -0.005, 0.007, 0.001, 0.000, 0.000, 0.001, -0.002, -0.001, -0.001, -0.003, -0.004, 0.063, 0.016, 0.000, 0.000, 0.003, 0.001, -0.001, 0.000, 0.000, -0.002, 0.001, 0.001, -0.003, -0.040, 0.083, 0.008, -0.052, 0.084, -0.012, 0.023, 0.091, 0.130, -0.002, 0.036, -0.003, 0.037, 0.006, 0.386, -0.038, 0.172, -0.035, 0.175], "energy_ev": -94718.8839, "spin_multiplicity": 5, "de_lowest_kcal_mol": 0.6, "e_homo_ev": [-7.864, -8.580]}

Entry 4:
{"formula": "C11H44ClO15", "method": "the ωB97M-V functional and the def2-TZVPD basis", "species": ["Cl", "O", "O", "O", "O", "C", "O", "H", "H", "H", "H", "C", "O", "H", "H", "H", "H", "C", "O", "H", "H", "H", "H", "C", "O", "H", "H", "H", "H", "C", "O", "H", "H", "H", "H", "C", "O", "H", "H", "H", "H", "C", "O", "H", "H", "H", "H", "C", "O", "H", "H", "H", "H", "C", "O", "H", "H", "H", "H", "C", "O", "H", "H", "H", "H", "C", "O", "H", "H", "H", "H"], "positions_angstrom": [[-5.495, -3.870, -1.733], [-5.100, -5.014, -0.956], [-5.361, -2.689, -0.912], [-4.674, -3.749, -2.923], [-6.879, -3.981, -2.153], [-1.377, -5.941, 0.027], [-1.277, -7.130, 0.823], [-0.898, -6.136, -0.932], [-2.425, -5.702, -0.175], [-0.861, -5.095, 0.484], [-1.501, -6.838, 1.710], [-10.130, -4.213, -2.310], [-11.308, -3.636, -1.749], [-10.000, -5.240, -1.954], [-10.225, -4.225, -3.392], [-9.243, -3.635, -2.044], [-11.121, -3.427, -0.831], [-6.676, -7.384, -2.550], [-7.927, -6.734, -2.711], [-6.536, -7.713, -1.516], [-6.663, -8.250, -3.214], [-5.840, -6.746, -2.843], [-7.832, -5.837, -2.365], [-5.495, -0.506, -3.873], [-5.923, 0.851, -3.812], [-6.077, -1.155, -3.216], [-5.581, -0.836, -4.906], [-4.437, -0.604, -3.586], [-5.762, 1.127, -2.903], [-1.760, -2.485, -1.238], [-0.797, -2.264, -0.197], [-1.366, -3.213, -1.958], [-2.625, -2.924, -0.755], [-1.961, -1.583, -1.818], [0.015, -1.957, -0.607], [-6.095, -1.080, 1.916], [-5.958, -0.049, 2.910], [-7.157, -1.249, 1.763], [-5.653, -0.806, 0.963], [-5.643, -2.011, 2.266], [-5.020, 0.096, 3.062], [-7.093, -5.011, -5.669], [-6.291, -3.834, -5.636], [-7.958, -4.921, -5.011], [-7.432, -5.144, -6.696], [-6.509, -5.891, -5.385], [-5.902, -3.804, -4.755], [-4.986, -7.815, 1.742], [-6.087, -8.713, 1.564], [-5.133, -6.819, 1.322], [-4.769, -7.721, 2.811], [-4.119, -8.259, 1.252], [-6.878, -8.200, 1.384], [-2.617, -2.503, -5.812], [-2.202, -3.249, -4.677], [-3.136, -1.577, -5.547], [-1.728, -2.247, -6.390], [-3.289, -3.076, -6.462], [-2.900, -3.205, -4.015], [-2.872, -6.634, -3.519], [-3.349, -7.963, -3.723], [-3.572, -6.040, -2.922], [-1.910, -6.622, -2.994], [-2.765, -6.136, -4.478], [-3.519, -8.350, -2.860], [-3.696, 0.852, -0.811], [-4.375, 1.839, -1.581], [-4.120, -0.122, -1.058], [-2.626, 0.813, -1.036], [-3.843, 1.009, 0.262], [-4.090, 2.696, -1.253]], "lowdin_charge": [0.663, -0.350, -0.355, -0.368, -0.356, -0.148, -0.132, 0.067, 0.068, 0.073, 0.065, -0.154, -0.131, 0.072, 0.080, 0.061, 0.065, -0.160, -0.140, 0.072, 0.080, 0.050, 0.020, -0.160, -0.128, 0.069, 0.076, 0.068, 0.032, -0.144, -0.136, 0.076, 0.067, 0.070, 0.067, -0.145, -0.139, 0.080, 0.047, 0.079, 0.060, -0.149, -0.134, 0.065, 0.072, 0.077, 0.024, -0.154, -0.132, 0.070, 0.070, 0.070, 0.066, -0.154, -0.132, 0.064, 0.071, 0.077, 0.023, -0.147, -0.126, 0.045, 0.065, 0.077, 0.069, -0.138, -0.121, 0.063, 0.078, 0.077, 0.081], "energy_ev": -55346.5965, "total_charge": -1, "de_lowest_kcal_mol": 0.0, "e_homo_ev": -7.355}

Entry 5:
{"formula": "C4H7N3O", "method": "the ωB97M-V functional and the def2-TZVPD basis", "species": ["C", "C", "C", "C", "H", "H", "H", "H", "H", "H", "H", "N", "N", "N", "O"], "positions_angstrom": [[-2.215, 0.118, 0.491], [-1.468, -0.700, -0.523], [0.048, -0.300, -0.502], [2.186, -0.241, -0.103], [-2.015, 1.131, 0.098], [-1.708, 0.125, 1.575], [-3.348, -0.240, 0.543], [-1.452, -1.708, -0.257], [-1.869, -0.400, -1.419], [4.127, 0.127, 0.257], [1.362, 1.583, 0.812], [1.049, -1.048, -0.204], [3.421, -0.586, 0.110], [1.650, 1.173, -0.167], [0.231, 0.966, -0.713]], "lowdin_charge": [-0.118, -0.162, -0.403, -0.431, 0.065, 0.121, 0.121, 0.093, 0.087, 0.041, 0.170, 0.165, 0.135, 0.118, -0.003], "energy_ev": -10776.2355, "smiles": "[H]/N=c1/nc(CC)o[nH]1", "de_lowest_kcal_mol": 81.0, "e_homo_ev": -9.757}

Calculated values (eV Å⁻¹) of max |F| for the records, taken in order: 0.730 3.836 0.403 1.135 3.887.